[1]
ORCA calculation (ωB97M-V/def2-TZVPD) on C43H55ClN5O2PS3Sr as an isolated structure.

Positions of all 111 atoms, in Å:
Sr1 -2.09 -0.57 -0.28
Cl1 -4.84 0.88 -7.12
C1 -4.10 0.90 -5.54
C2 -4.05 2.10 -4.82
C3 -3.48 2.15 -3.58
C4 -2.93 1.00 -2.96
O1 -2.39 1.09 -1.79
C5 -2.98 -0.22 -3.71
C6 -2.44 -1.49 -3.31
O2 -1.82 -1.77 -2.28
C7 -3.58 -0.23 -4.99
H1 -4.47 3.00 -5.27
H2 -3.44 3.08 -3.03
H3 -2.60 -2.30 -4.04
H4 -3.61 -1.16 -5.55
C8 -1.25 1.54 5.49
C9 -0.73 0.15 5.14
C10 0.18 -0.36 6.26
C11 0.01 0.10 3.82
C12 0.40 -1.13 3.29
C13 1.25 -1.26 2.20
C14 1.59 -2.71 1.87
C15 3.00 -3.08 1.41
C16 0.49 -3.23 0.94
C17 1.70 -0.09 1.54
C18 1.27 1.15 2.03
C19 0.44 1.22 3.15
C20 1.76 2.47 1.46
C21 0.60 3.42 1.14
C22 2.76 3.15 2.40
C23 2.94 -0.07 0.67
C24 4.10 0.03 1.44
C25 5.37 0.13 0.88
C26 5.49 0.14 -0.50
C27 4.34 0.05 -1.27
C28 3.05 -0.07 -0.74
P1 1.60 -0.12 -1.90
C29 1.94 -1.52 -3.13
C30 1.02 -1.32 -4.34
C31 3.36 -1.76 -3.65
C32 1.49 -2.82 -2.46
C33 1.75 1.52 -2.85
C34 1.98 2.62 -1.82
C35 0.38 1.81 -3.50
C36 2.83 1.66 -3.93
H5 -1.87 1.50 6.39
H6 -1.83 1.99 4.69
H7 -0.41 2.22 5.71
H8 -1.58 -0.53 5.06
H9 1.06 0.28 6.34
H10 0.52 -1.37 6.07
H11 -0.34 -0.34 7.22
H12 0.07 -2.04 3.79
H13 1.45 -3.24 2.82
H14 3.26 -2.70 0.43
H15 3.07 -4.17 1.37
H16 3.75 -2.73 2.11
H17 0.37 -2.57 0.07
H18 -0.46 -3.28 1.46
H19 0.72 -4.23 0.55
H20 0.16 2.20 3.51
H21 2.29 2.25 0.53
H22 0.11 3.77 2.06
H23 -0.17 2.94 0.53
H24 0.96 4.30 0.60
H25 2.28 3.41 3.35
H26 3.14 4.07 1.96
H27 3.61 2.50 2.62
H28 3.99 0.03 2.52
H29 6.24 0.20 1.52
H30 6.46 0.23 -0.97
H31 4.46 0.07 -2.34
H32 1.38 -0.55 -5.02
H33 0.00 -1.06 -4.05
H34 0.97 -2.26 -4.90
H35 3.80 -0.91 -4.16
H36 3.32 -2.59 -4.37
H37 4.04 -2.07 -2.85
H38 0.44 -2.79 -2.18
H39 2.08 -3.04 -1.58
H40 1.63 -3.65 -3.16
H41 1.21 2.61 -1.04
H42 1.92 3.59 -2.32
H43 2.96 2.55 -1.34
H44 -0.43 1.69 -2.78
H45 0.18 1.19 -4.37
H46 0.38 2.85 -3.84
H47 3.84 1.68 -3.53
H48 2.68 2.62 -4.43
H49 2.77 0.89 -4.70
N1 -3.18 2.95 0.48
C37 -3.51 2.06 1.46
N2 -3.04 0.84 1.50
C38 -3.60 0.13 2.56
C39 -4.42 0.85 3.35
S1 -4.56 2.46 2.77
C40 -3.44 -1.35 2.63
C41 -4.01 -2.15 3.56
S2 -3.89 -3.80 3.09
C42 -3.08 -3.31 1.65
N3 -2.85 -2.03 1.57
N4 -2.71 -4.21 0.70
H50 -2.87 2.51 -0.39
H51 -3.78 3.74 0.37
H52 -5.01 0.51 4.19
H53 -4.55 -1.87 4.45
H54 -3.17 -5.11 0.72
H55 -2.61 -3.84 -0.24
S3 -6.70 -0.18 0.51
C43 -5.36 -0.71 -0.28
N5 -4.37 -1.08 -0.80

Computed properties:
- energy relative to the best compared isomer or geometry (same formula, charge and spin) (kcal/mol) = 26.8
- HOMO-LUMO gap (eV) = 7.475
- HOMO level (eV) = -7.35
- calculated total energy (hartree) = -4122.818567

[2]
ORCA calculation (ωB97M-V/def2-TZVPD) on one molecule with the formula C13H8F17NO2S.

Positions of all 42 atoms, in Å:
C1 1.62 -1.58 -0.91
C2 1.54 -1.78 0.23
C3 1.30 -2.02 1.61
N1 0.84 -0.76 2.25
C4 1.85 0.24 2.39
C5 2.89 0.10 3.59
S1 -0.46 -0.93 3.38
O1 -0.66 -2.37 3.69
O2 -0.04 -0.11 4.55
C6 -1.89 -0.12 2.57
F1 -2.82 -0.18 3.61
F2 -1.52 1.15 2.33
C7 -2.36 -0.86 1.32
F3 -1.37 -1.05 0.51
F4 -2.86 -2.10 1.75
C8 -3.57 -0.35 0.41
F5 -4.65 -0.26 1.21
F6 -3.84 -1.30 -0.58
C9 -3.44 1.00 -0.45
F7 -3.49 1.95 0.54
F8 -4.66 1.09 -1.22
C10 -2.24 1.20 -1.39
F9 -1.76 0.16 -2.05
F10 -1.22 1.56 -0.60
C11 -2.44 2.45 -2.38
F11 -3.04 3.51 -1.83
F12 -3.26 1.93 -3.30
C12 -1.11 2.93 -3.19
F13 -0.58 4.00 -2.44
F14 -0.20 1.99 -3.26
C13 -1.51 3.52 -4.54
F15 -1.69 2.53 -5.51
F16 -0.44 4.20 -5.14
F17 -2.58 4.50 -4.33
H1 1.80 -1.61 -1.93
H2 2.20 -2.47 2.04
H3 0.53 -2.82 1.70
H4 1.33 1.22 2.55
H5 2.58 0.29 1.48
H6 2.37 -0.06 4.52
H7 3.52 0.98 3.76
H8 3.51 -0.67 3.32

Computed properties:
- structure (SMILES) = C#CCN(CC)S(=O)(=O)C(F)(F)C(F)(F)C(F)(F)C(F)(F)C(F)(F)C(F)(F)C(F)(F)C(F)(F)F
- HOMO-LUMO gap (eV) = 10.643
- HOMO level (eV) = -10.15
- calculated total energy (hartree) = -2801.120683

[3]
ORCA calculation (ωB97M-V/def2-TZVPD) on C11H10N3O7V as an isolated structure.

Positions of all 32 atoms, in Å:
V1 1.19 -0.12 0.33
N1 1.51 0.00 -1.82
C1 2.85 -0.44 -2.18
C2 3.75 -0.25 -0.95
O1 4.95 -0.23 -1.00
N2 3.00 -0.18 0.19
C3 3.77 -0.10 1.42
C4 2.72 0.08 2.53
O2 2.96 0.34 3.67
O3 1.55 -0.10 1.99
H1 0.81 -0.51 -2.36
H2 1.41 0.99 -2.06
H3 3.28 0.11 -3.02
H4 2.86 -1.51 -2.42
H5 4.48 0.74 1.41
H6 4.34 -1.03 1.58
O4 0.31 -1.60 0.02
C5 -0.94 -1.67 0.11
C6 -1.81 -0.55 0.17
C7 -3.20 -0.74 0.17
C8 -4.05 0.34 0.20
C9 -3.56 1.66 0.25
C10 -2.21 1.88 0.25
C11 -1.30 0.80 0.18
O5 -0.02 1.00 0.06
N3 -5.50 0.10 0.15
O6 -6.21 1.06 0.14
O7 -5.84 -1.06 0.12
H7 -1.39 -2.67 0.14
H8 -3.62 -1.73 0.16
H9 -4.26 2.48 0.29
H10 -1.81 2.88 0.29

Computed properties:
- energy relative to the best compared isomer or geometry (same formula, charge and spin) (kcal/mol) = 25.3
- HOMO-LUMO gap (spin up / spin down) (eV) = 7.624 / 7.720
- HOMO level (spin up / spin down) (eV) = -13.17 / -13.71
- charge = +1
- calculated total energy (hartree) = -2059.846075
- <S²> = 0.76
- spin multiplicity = 2

[4]
ORCA calculation (ωB97M-V/def2-TZVPD) on C22H25N2O2PtS4 as an isolated structure.

Positions of all 56 atoms, in Å:
Pt1 -1.18 0.19 0.13
C1 -4.66 -0.24 -1.87
C2 -3.66 -1.31 -2.28
S1 -2.02 -1.29 -1.45
C3 -2.02 -2.74 -0.36
C4 -2.82 -2.54 0.91
S2 -2.26 -1.01 1.76
C5 -3.84 -0.14 2.00
C6 -4.49 0.60 0.83
S3 -5.47 -0.47 -0.27
H1 -5.46 -0.23 -2.61
H2 -4.21 0.76 -1.90
H3 -3.43 -1.21 -3.34
H4 -4.07 -2.31 -2.12
H5 -0.96 -2.87 -0.13
H6 -2.35 -3.61 -0.93
H7 -2.67 -3.38 1.59
H8 -3.88 -2.43 0.70
H9 -3.62 0.57 2.80
H10 -4.51 -0.89 2.42
H11 -3.74 1.11 0.23
H12 -5.15 1.36 1.24
C7 5.89 -3.27 -0.28
C8 4.74 -2.51 0.32
C9 3.82 -3.13 1.15
C10 2.76 -2.43 1.71
C11 2.63 -1.07 1.45
C12 3.55 -0.42 0.62
C13 4.59 -1.14 0.07
S4 1.29 -0.21 2.22
O1 0.34 -1.22 2.59
O2 1.81 0.66 3.24
N1 0.60 0.66 1.01
C14 1.08 1.93 0.64
C15 2.12 2.65 1.19
C16 2.54 3.86 0.61
C17 1.94 4.40 -0.49
C18 0.85 3.71 -1.08
C19 0.11 4.21 -2.16
C20 -0.98 3.53 -2.63
C21 -1.31 2.31 -2.03
N2 -0.63 1.81 -1.03
C22 0.45 2.48 -0.52
H13 5.80 -4.34 -0.09
H14 6.84 -2.93 0.15
H15 5.94 -3.11 -1.35
H16 3.92 -4.19 1.36
H17 2.05 -2.92 2.35
H18 3.46 0.63 0.41
H19 5.30 -0.64 -0.57
H20 2.62 2.30 2.08
H21 3.37 4.39 1.08
H22 2.27 5.34 -0.91
H23 0.41 5.16 -2.61
H24 -1.57 3.90 -3.45
H25 -2.15 1.73 -2.39

Computed properties:
- energy relative to the best compared isomer or geometry (same formula, charge and spin) (kcal/mol) = 4.4
- HOMO-LUMO gap (eV) = 7.098
- HOMO level (eV) = -10.75
- charge = +1
- calculated total energy (hartree) = -2825.203044

[5]
ORCA calculation (ωB97M-V/def2-TZVPD) on C3H7O2 as an isolated structure.

Positions of all 12 atoms, in Å:
C1 1.38 1.26 0.53
O1 0.06 0.97 0.61
H1 1.68 2.23 0.07
H2 2.11 0.41 0.21
H3 1.76 1.27 1.59
O2 0.45 -1.51 -0.17
C2 -0.48 -0.73 0.07
C3 -1.43 -0.20 -0.99
H4 -1.08 -0.82 1.07
H5 -2.14 -0.99 -1.31
H6 -2.04 0.52 -0.42
H7 -0.96 0.27 -1.87

Computed properties:
- energy relative to the best compared isomer or geometry (same formula, charge and spin) (kcal/mol) = 56.6
- HOMO-LUMO gap (eV) = 7.858
- HOMO level (eV) = -3.23
- charge = -1
- calculated total energy (hartree) = -268.949771

[6]
ORCA calculation (ωB97M-V/def2-TZVPD) on a 2-piece molecular cluster, C3H10NOS overall.

Positions of all 16 atoms, in Å:
C1 -2.35 -0.78 0.35
N1 -1.44 -0.04 -0.50
C2 -0.27 0.41 0.13
C3 0.62 1.26 -0.73
S1 2.20 1.64 0.01
H1 -3.33 -1.00 -0.22
H2 -1.89 -1.70 0.60
H3 -2.49 -0.04 1.26
H4 -1.90 0.59 -1.18
H5 0.37 -0.47 0.34
H6 -0.45 0.84 1.11
H7 0.61 0.86 -1.74
H8 -0.04 2.09 -0.80
H9 2.81 -0.83 0.10
H10 4.26 -1.33 0.59
O1 3.28 -1.51 0.67

Computed properties:
- energy relative to the best compared isomer or geometry (same formula, charge and spin) (kcal/mol) = 29.8
- HOMO-LUMO gap (spin up / spin down) (eV) = 9.564 / 6.268
- HOMO level (spin up / spin down) (eV) = -8.70 / -8.68
- calculated total energy (hartree) = -648.386859
- <S²> = 0.75
- spin multiplicity = 2

[7]
ORCA calculation (ωB97M-V/def2-TZVPD) on a 2-piece molecular cluster, C2H7O2 overall.

Positions of all 11 atoms, in Å:
O1 0.74 1.40 -0.81
H1 -0.04 1.96 -0.55
H2 -0.70 0.22 1.89
H3 1.47 1.94 -1.12
C1 -0.98 -0.27 0.82
C2 0.15 -0.67 0.04
O2 0.22 -1.33 -1.13
H4 -1.39 -1.25 0.96
H5 -1.52 0.58 0.26
H6 1.13 -0.53 0.64
H7 0.90 -2.05 -0.99

Computed properties:
- energy relative to the best compared isomer or geometry (same formula, charge and spin) (kcal/mol) = 44.0
- HOMO-LUMO gap (eV) = 11.121
- HOMO level (eV) = -16.91
- charge = +1
- calculated total energy (hartree) = -230.530678

[8]
ORCA calculation (ωB97M-V/def2-TZVPD) on a 2-piece molecular cluster, C4H3NO overall.

Positions of all 9 atoms, in Å:
O1 0.65 0.47 -1.57
C1 0.38 1.28 -0.71
C2 -0.46 0.99 0.43
C3 -1.18 0.75 1.37
C4 0.68 -2.98 0.39
N1 0.55 -2.10 -0.38
H1 0.48 -1.29 -0.98
H2 0.78 2.31 -0.76
H3 -1.81 0.52 2.20

Computed properties:
- energy relative to the best compared isomer or geometry (same formula, charge and spin) (kcal/mol) = 55.1
- HOMO-LUMO gap (eV) = 10.327
- HOMO level (eV) = -11.10
- calculated total energy (hartree) = -284.085246

[9]
ORCA calculation (ωB97M-V/def2-TZVPD) on one molecule with the formula C2H6N2.

Positions of all 10 atoms, in Å:
H1 -2.84 0.22 0.12
N1 -2.11 0.23 -0.58
C1 -0.92 0.41 -0.13
N2 0.03 -0.52 0.05
C2 1.44 -0.16 0.02
H2 -0.71 1.38 0.36
H3 -0.28 -1.48 0.06
H4 1.86 -0.09 -0.98
H5 2.02 -0.83 0.63
H6 1.51 0.84 0.45

Computed properties:
- energy relative to the best compared isomer or geometry (same formula, charge and spin) (kcal/mol) = 49.8
- structure (SMILES) = [H]/N=C/NC
- HOMO-LUMO gap (eV) = 9.037
- HOMO level (eV) = -8.03
- calculated total energy (hartree) = -189.250125

[10]
ORCA calculation (ωB97M-V/def2-TZVPD) on one molecule with the formula C8H16O4Si.

Positions of all 29 atoms, in Å:
C1 3.12 3.21 1.38
C2 1.56 3.31 1.58
O1 1.02 2.82 0.36
C3 -0.14 2.22 0.55
O2 -0.73 2.06 1.62
C4 -0.99 1.73 -0.69
C5 -0.56 0.27 -1.07
O3 0.54 0.08 -1.49
O4 -1.51 -0.71 -0.96
Si1 -1.07 -2.30 -0.73
C6 -0.20 -2.22 0.98
C7 -2.74 -3.24 -0.68
C8 -0.01 -2.74 -2.20
H1 3.43 3.82 0.51
H2 3.34 2.14 1.19
H3 3.70 3.66 2.22
H4 1.29 2.67 2.46
H5 1.21 4.32 1.92
H6 -0.85 2.48 -1.45
H7 -2.00 1.73 -0.26
H8 -0.94 -2.05 1.71
H9 0.47 -3.04 1.24
H10 0.55 -1.34 1.09
H11 -3.30 -3.27 0.27
H12 -3.53 -2.97 -1.42
H13 -2.46 -4.36 -0.60
H14 1.01 -2.89 -1.90
H15 0.02 -1.81 -2.76
H16 -0.24 -3.57 -2.87

Computed properties:
- energy relative to the best compared isomer or geometry (same formula, charge and spin) (kcal/mol) = 31.6
- structure (SMILES) = CCOC(=O)CC(=O)O[Si](C)(C)C
- HOMO-LUMO gap (eV) = 11.036
- HOMO level (eV) = -10.25
- calculated total energy (hartree) = -904.933020

[11]
ORCA calculation (ωB97M-V/def2-TZVPD) on C27H41AsBrN6OY as an isolated structure.

Positions of all 78 atoms, in Å:
Y1 -0.29 -0.19 -0.12
Br1 4.12 -1.17 6.16
C1 2.83 -0.91 4.82
C2 1.47 -0.86 5.15
C3 0.51 -0.67 4.18
C4 0.87 -0.52 2.85
O1 -0.07 -0.33 1.90
C5 2.24 -0.56 2.50
C6 2.74 -0.36 1.17
N1 2.05 -0.13 0.09
C7 2.77 0.14 -1.12
C8 4.03 0.66 -1.19
C9 4.67 0.88 -2.43
C10 4.03 0.61 -3.60
C11 2.70 0.12 -3.58
C12 1.96 -0.13 -4.75
C13 0.66 -0.56 -4.67
C14 0.09 -0.71 -3.41
N2 0.75 -0.50 -2.27
C15 2.06 -0.10 -2.34
C16 3.20 -0.76 3.51
H1 1.18 -0.98 6.19
H2 -0.54 -0.64 4.45
H3 3.82 -0.41 1.09
H4 4.57 0.92 -0.28
H5 5.67 1.29 -2.43
H6 4.51 0.77 -4.55
H7 2.43 0.02 -5.72
H8 0.07 -0.75 -5.56
H9 -0.95 -1.02 -3.32
H10 4.25 -0.78 3.24
C17 -4.70 2.13 -0.35
C18 -3.43 1.38 -0.81
N3 -2.84 0.59 0.30
C19 -2.76 1.48 1.50
C20 -4.16 1.82 2.03
N4 -5.14 1.49 0.93
C21 -5.22 0.00 0.77
C22 -3.77 -0.52 0.62
H11 -5.51 2.05 -1.07
H12 -4.52 3.18 -0.15
H13 -2.69 2.10 -1.17
H14 -3.66 0.70 -1.63
H15 -2.22 2.38 1.21
H16 -2.17 0.97 2.27
H17 -4.26 2.88 2.27
H18 -4.44 1.24 2.90
H19 -6.06 1.85 1.19
H20 -5.83 -0.20 -0.11
H21 -5.72 -0.41 1.64
H22 -3.74 -1.27 -0.17
H23 -3.43 -0.99 1.55
C23 -0.83 4.30 -0.24
As1 0.38 2.80 -0.48
C24 1.77 3.23 0.80
C25 1.20 3.29 -2.17
H24 -0.27 5.22 -0.41
H25 -1.23 4.34 0.78
H26 -1.65 4.27 -0.96
H27 2.02 4.29 0.73
H28 2.66 2.64 0.59
H29 1.43 3.01 1.82
H30 1.48 4.34 -2.13
H31 0.49 3.15 -2.98
H32 2.09 2.69 -2.35
N5 0.98 -6.43 -0.70
C26 0.87 -5.20 0.17
C27 0.28 -4.00 -0.59
N6 0.16 -2.81 0.28
H33 1.38 -7.21 -0.16
H34 1.59 -6.29 -1.51
H35 0.07 -6.75 -1.04
H36 1.88 -4.98 0.52
H37 0.26 -5.47 1.02
H38 -0.71 -4.26 -0.97
H39 0.90 -3.74 -1.44
H40 1.07 -2.57 0.65
H41 -0.41 -3.03 1.10

Computed properties:
- energy relative to the best compared isomer or geometry (same formula, charge and spin) (kcal/mol) = 0.0
- HOMO-LUMO gap (eV) = 6.787
- HOMO level (eV) = -17.10
- charge = +4
- calculated total energy (hartree) = -6304.142930

[12]
ORCA calculation (ωB97M-V/def2-TZVPD) on a 3-piece molecular cluster, C11H27BNO6PS overall.

Positions of all 48 atoms, in Å:
N1 4.88 0.19 -1.49
P1 5.09 1.38 -0.46
B1 3.51 2.50 -0.29
C1 2.19 1.74 -0.56
C2 0.91 2.52 -0.24
C3 -0.39 1.94 -0.80
S1 -0.47 0.15 -0.98
H1 5.01 -0.71 -1.05
H2 5.39 0.99 0.87
H3 6.14 2.23 -0.88
H4 3.57 3.66 -0.02
H5 2.24 1.40 -1.59
H6 2.24 0.85 0.06
H7 0.83 2.63 0.84
H8 1.03 3.52 -0.64
H9 -1.22 2.27 -0.18
H10 -0.55 2.33 -1.79
H11 -0.65 -0.29 0.27
C4 4.35 -6.98 1.24
C5 4.74 -5.58 1.66
O1 4.08 -4.58 0.87
C6 2.81 -4.35 1.19
O2 2.20 -4.85 2.09
O3 2.33 -3.43 0.34
C7 0.96 -3.09 0.54
H12 4.54 -7.13 0.18
H13 4.94 -7.71 1.80
H14 3.30 -7.17 1.43
H15 5.80 -5.42 1.48
H16 4.54 -5.40 2.71
H17 0.78 -2.78 1.57
H18 0.32 -3.94 0.29
H19 0.74 -2.27 -0.14
C8 -4.84 0.88 -0.99
C9 -4.68 2.17 -1.76
O4 -5.83 3.02 -1.65
C10 -5.94 3.70 -0.51
O5 -5.15 3.70 0.39
O6 -7.08 4.40 -0.55
C11 -7.35 5.15 0.63
H20 -5.74 0.36 -1.31
H21 -3.98 0.23 -1.16
H22 -4.93 1.06 0.08
H23 -4.58 1.97 -2.82
H24 -3.79 2.72 -1.43
H25 -6.51 5.81 0.87
H26 -7.55 4.49 1.47
H27 -8.23 5.75 0.42

Computed properties:
- structure (SMILES) = N=[PH2]BCCCS.CCOC(=O)OC.CCOC(=O)OC
- HOMO-LUMO gap (eV) = 7.815
- HOMO level (eV) = -8.21
- calculated total energy (hartree) = -1705.854370